No. 1
Below is a structure of composition C17H30N4OP2Tc in a non-equilibrium geometry, with properties calculated with ωB97M-V with the def2-TZVPD basis set.

Output
2S+1 = 4
electronic energy = -46897.6052 eV
<S²> = 3.7951
HOMO (alpha / beta) = -6.66 / -7.65 eV
gap between HOMO and LUMO (alpha / beta) = 6.61 / 6.31 eV

Geometry (Å):
Tc: 0.034 0.103 -0.082
P: -2.326 0.807 0.290
P: 2.408 -0.575 -0.421
O: 0.511 1.951 -0.347
N: -0.510 -1.583 -0.321
N: 0.257 0.115 1.808
N: 0.576 1.316 4.027
N: 2.520 2.958 4.236
C: -0.979 -2.856 -0.489
C: -1.448 -3.310 -1.750
C: -3.426 -0.582 0.797
C: 3.659 0.250 0.665
C: 2.689 -2.368 -0.095
C: -2.615 2.067 1.614
C: 1.634 2.211 4.141
C: -1.925 -4.616 -1.897
C: -3.267 1.551 -1.132
C: 0.569 3.345 -0.479
C: -1.948 -5.496 -0.802
C: -1.005 -3.753 0.613
C: 0.412 0.597 2.850
C: 3.178 -0.358 -2.100
C: 0.560 3.728 -1.965
C: -1.486 -5.054 0.450
C: 1.803 3.879 0.257
H: -2.739 2.455 -1.479
H: 2.277 -2.607 0.900
H: 2.675 3.927 -0.420
H: -3.665 2.409 1.633
H: -1.950 2.930 1.441
H: 1.607 4.889 0.654
H: 2.561 -0.892 -2.844
H: -0.340 3.781 -0.003
H: 2.135 -2.955 -0.846
H: 3.431 0.001 1.715
H: 3.761 -2.627 -0.133
H: 0.890 2.873 -2.580
H: -1.426 -2.616 -2.596
H: -0.450 4.029 -2.292
H: 1.251 4.572 -2.143
H: 4.213 -0.745 -2.138
H: -2.324 -6.517 -0.923
H: 3.572 1.342 0.540
H: -2.284 -4.953 -2.876
H: -2.946 -1.118 1.632
H: -3.529 -1.282 -0.048
H: 2.052 3.222 1.108
H: -3.287 0.824 -1.962
H: 4.688 -0.069 0.424
H: -4.304 1.818 -0.855
H: -1.501 -5.735 1.309
H: -4.423 -0.219 1.105
H: -0.643 -3.394 1.581
H: 3.179 0.714 -2.359
H: -2.355 1.618 2.587

Atoms 1-6, force components in eV/Å:
Tc -1.1 -1.6 -1.6
P -1.4 0.4 -0.1
P 1.3 -0.4 -0.3
O 0.6 1.4 -0.5
N -0.6 -1.2 -1.6
N 0.4 -0.1 2.2

Results of the natural (NBO) charge analysis, in e, for atoms 1 through 6: Tc 0.884; P 1.029; P 1.016; O -0.801; N -0.604; N -0.612

No. 2
Below is a cluster of 2 separate species, ClH2NO3S in total in a non-equilibrium geometry, with properties calculated with ωB97M-V with the def2-TZVPD basis set.

Output
2S+1 = 1
electronic energy = -31019.1205 eV
HOMO = -9.66 eV
gap between HOMO and LUMO = 9.18 eV

Geometry (Å):
Cl: 0.046 -0.691 2.079
S: 1.044 0.349 0.420
O: 1.563 1.742 1.156
O: -0.703 -1.275 -2.014
O: 0.108 0.766 -0.589
N: -1.068 -1.825 -0.979
H: 1.107 2.521 0.796
H: -2.097 -1.586 -0.869

Atoms 1-6, force components in eV/Å:
Cl 0.2 0.8 -0.7
S 0.7 0.9 0.5
O -0.3 -1.3 -0.2
O -0.6 -1.4 1.9
O -0.1 0.1 0.6
N 0.2 1.2 -2.3

Results of the natural (NBO) charge analysis, in e, for atoms 1 through 6: Cl -0.331; S 1.580; O -0.877; O -0.243; O -0.879; N -0.018

No. 3
Below is a structure of composition C3H6F34K5N2O11P5S4 in a non-equilibrium geometry, with properties calculated with ωB97M-V with the def2-TZVPD basis set.

Output
2S+1 = 1
electronic energy = -292558.4492 eV
net charge = -2
HOMO = -6.07 eV
gap between HOMO and LUMO = 7.46 eV

Geometry (Å):
K: 5.429 12.865 6.397
K: 7.227 10.350 1.725
K: 10.219 11.012 5.681
K: 7.874 8.430 9.088
K: 4.063 7.284 4.610
S: 5.019 5.748 10.014
S: 10.909 7.302 7.394
S: 11.715 7.756 9.701
S: 5.757 5.454 7.825
P: 4.987 13.828 2.628
P: 7.017 9.168 5.095
P: 4.045 8.744 0.497
P: 2.080 10.354 5.407
P: 5.593 11.056 9.717
F: 4.131 11.325 9.105
F: 6.404 10.921 8.287
F: 5.921 9.091 3.832
F: 5.456 6.689 11.288
F: 5.893 9.190 6.227
F: 7.047 10.699 10.451
F: 6.370 13.906 1.782
F: 5.881 12.623 9.728
F: 4.680 8.692 -0.992
F: 7.175 5.618 7.093
F: 3.107 9.371 6.197
F: 5.203 9.459 9.664
F: 1.099 11.461 4.749
F: 4.418 10.344 0.525
F: 4.132 13.357 1.357
F: 1.088 10.329 6.694
F: 9.550 6.713 6.798
F: 2.951 11.530 6.204
F: 11.028 8.167 11.098
F: 6.822 10.731 4.906
F: 3.032 10.508 4.129
F: 5.535 8.387 1.159
F: 2.562 9.123 -0.014
F: 3.504 8.876 2.002
F: 3.725 13.744 3.604
F: 8.001 9.535 6.374
F: 3.740 7.162 0.364
F: 7.139 7.593 5.210
F: 4.713 15.383 2.313
F: 8.303 9.172 4.126
F: 5.290 12.219 2.895
F: 5.869 14.286 3.953
F: 4.981 11.089 11.204
F: 1.324 9.101 4.741
O: 4.814 4.493 10.655
O: 5.444 4.059 7.688
O: 3.867 6.518 9.614
O: 12.420 8.945 9.280
O: 5.709 4.257 3.840
O: 12.467 6.589 10.052
O: 7.961 4.312 4.019
O: 10.855 8.486 6.568
O: 11.873 6.258 7.194
O: 4.936 6.356 7.078
O: 6.783 5.658 2.634
N: 6.397 5.935 9.281
N: 10.349 7.415 8.979
C: 6.930 4.677 3.524
C: 5.558 3.087 4.633
C: 7.893 6.514 2.399
H: 4.491 2.887 4.676
H: 6.002 3.191 5.618
H: 8.617 6.555 3.211
H: 6.019 2.241 4.117
H: 7.511 7.517 2.237
H: 8.398 6.141 1.508

Atoms 1-6, force components in eV/Å:
K -0.8 -0.6 -0.3
K -1.2 0.2 0.1
K -0.3 -0.7 0.3
K -0.8 0.1 0.0
K -0.2 0.4 0.1
S -2.4 3.0 6.8

Results of the natural (NBO) charge analysis, in e, for atoms 1 through 6: K 0.981; K 0.979; K 0.993; K 0.953; K 0.966; S 2.391

No. 4
Below is a structure of composition C26H64O34S7 in a non-equilibrium geometry, with properties calculated with ωB97M-V with the def2-TZVPD basis set.

Output
2S+1 = 1
electronic energy = -173453.3367 eV
HOMO = -10.46 eV
gap between HOMO and LUMO = 10.81 eV

Geometry (Å):
S: 3.349 -0.871 3.073
S: 2.517 -3.386 -3.524
S: 2.779 4.742 1.915
S: 5.237 1.056 -1.540
S: -1.214 -2.137 5.170
S: -1.897 3.705 3.809
S: -4.750 -0.868 2.210
O: -6.141 -0.949 1.730
O: 2.674 -0.491 4.508
O: 2.821 4.852 0.286
O: 5.964 -0.138 -1.025
O: 3.469 -3.368 -2.258
O: 4.571 0.176 3.081
O: 3.732 3.844 2.406
O: 0.803 -4.965 1.075
O: -0.710 2.875 4.446
O: -0.259 -1.619 4.086
O: -3.648 -1.053 1.289
O: 1.980 -4.652 -3.847
O: 0.554 0.898 -3.696
O: -4.427 0.418 3.091
O: 1.580 -2.306 -3.388
O: 3.563 -2.929 -4.673
O: -0.328 0.447 0.197
O: -1.514 5.015 3.411
O: 2.435 -0.597 2.023
O: 1.323 4.134 1.948
O: 3.944 -2.171 3.087
O: 3.979 0.512 -2.463
O: -2.108 2.713 2.565
O: -0.507 -2.641 6.317
O: -2.204 -1.077 5.390
O: -0.146 2.747 -1.896
O: -4.616 -1.988 3.357
O: 2.786 6.030 2.501
O: -3.981 0.033 -2.159
O: -3.038 3.571 4.752
O: 6.015 1.890 -2.381
O: 4.353 1.777 -0.452
O: -2.025 -0.134 -4.179
O: -1.842 -3.380 4.441
C: -0.210 -1.872 -0.295
C: 0.505 4.694 0.855
C: 2.949 1.562 -0.659
C: -1.180 1.597 2.562
C: 1.568 5.360 -0.176
C: 2.378 2.120 -4.625
C: 4.774 -2.454 -4.072
C: -2.443 -1.200 -5.105
C: -5.214 1.787 -3.064
C: -0.408 -6.460 -0.111
C: -1.565 2.809 -2.033
C: 0.828 -5.573 -0.179
C: -5.038 0.220 4.412
C: 2.886 0.283 -1.501
C: 3.355 0.660 5.044
C: -1.988 -2.549 -4.633
C: -0.004 -2.723 3.183
C: 1.269 1.042 -4.904
C: -4.685 1.172 -1.788
C: 4.169 1.309 3.890
C: -2.145 3.674 -1.032
C: -1.399 -3.356 3.068
C: -0.562 -0.482 -0.861
C: -5.028 -1.407 4.578
C: -0.856 1.469 4.025
C: 4.858 -3.289 -2.686
H: -0.310 0.517 -3.807
H: -1.966 1.768 -2.117
H: 2.519 1.298 0.292
H: -0.377 1.322 -0.192
H: 3.585 1.958 3.270
H: -1.614 0.949 4.615
H: 5.163 1.815 4.018
H: 0.731 -3.434 3.663
H: -1.786 3.242 -3.023
H: 5.610 -2.686 -4.706
H: -6.024 -1.812 4.744
H: -3.227 3.727 -1.233
H: 0.146 0.971 4.058
H: -2.059 -2.755 2.462
H: -0.386 1.886 1.939
H: -3.508 -1.092 -5.151
H: -1.275 -4.384 2.755
H: 2.723 2.068 -3.597
H: -2.556 -2.762 -3.703
H: -0.132 3.873 0.401
H: 2.568 2.454 -1.148
H: 1.930 3.139 -4.794
H: 1.801 0.120 -5.158
H: 4.727 -1.367 -3.880
H: -2.255 -3.395 -5.307
H: 3.103 -0.610 -0.939
H: -2.095 -0.857 -6.112
H: -1.581 -0.365 -1.167
H: 1.933 0.251 -2.067
H: 0.843 -1.849 0.015
H: 0.360 -2.385 2.226
H: 0.179 2.122 -2.580
H: 3.192 2.091 -5.325
H: -4.013 1.881 -1.225
H: -0.677 -6.812 -1.118
H: 1.293 5.023 -1.181
H: 2.663 1.349 5.425
H: -0.957 -2.517 -4.263
H: -0.298 -7.270 0.613
H: -6.039 0.610 4.465
H: -0.816 -2.065 0.587
H: -0.325 -2.604 -1.104
H: 0.598 1.454 -5.630
H: 1.622 -4.492 1.116
H: -5.717 2.707 -2.845
H: -5.962 1.120 -3.469
H: -4.000 -0.584 -1.399
H: -0.120 5.463 1.302
H: -4.341 0.617 5.124
H: -2.129 3.259 -0.030
H: -4.262 -1.659 5.334
H: -1.728 0.793 2.105
H: 0.002 -0.330 -1.799
H: 5.286 -4.296 -2.707
H: -5.473 0.884 -1.053
H: 4.103 0.320 5.803
H: -1.180 -5.835 0.317
H: -1.762 4.661 -1.037
H: 1.538 6.451 -0.054
H: 1.711 -6.192 -0.220
H: -2.653 -0.167 -3.411
H: 5.381 -2.712 -1.953
H: -4.389 1.888 -3.736
H: 0.794 -4.868 -0.987

Atoms 1-6, force components in eV/Å:
S 1.8 -0.9 0.1
S -1.3 2.2 -1.0
S -1.3 1.5 -1.2
S 1.2 -4.1 -1.0
S -1.7 1.2 3.9
S -2.9 -1.4 2.5

Results of the Löwdin charge analysis, in e, for atoms 1 through 6: S 0.610; S 0.581; S 0.586; S 0.656; S 0.601; S 0.638